(1)
{
  "formula": "C13H14BrClMnO4",
  "method": "wB97M-V/def2-TZVPD",
  "fmax_ev_per_a": 0.85,
  "spin_multiplicity": 6,
  "gap_ev": [3.8, 3.7],
  "total_charge": 2,
  "homo_ev": [-15.14, -15.14],
  "lumo_energy_ha": [-0.4158, -0.4192],
  "symbols": ["C", "C", "Cl", "C", "C", "C", "C", "O", "C", "C", "C", "C", "C", "O", "O", "C", "Br", "C", "O", "H", "H", "H", "H", "H", "H", "H", "H", "H", "H", "H", "H", "H", "H", "Mn"],
  "positions_angstrom": [[0.4927, 3.4406, 1.1056], [1.9750, 3.3242, 0.7436], [2.5728, 4.9100, 0.1667], [2.2599, 2.3499, -0.3877], [1.9329, 0.9220, -0.0921], [1.4909, 0.4072, 1.0636], [1.2406, -1.0377, 1.1290], [1.5163, -1.7805, 2.0261], [0.6263, -1.6386, -0.1377], [-0.3637, -2.7316, 0.0685], [-1.7117, -2.1330, 0.5632], [-2.6744, -1.7527, -0.5557], [-3.6940, -0.7709, -0.0001], [-3.6276, -0.3879, 1.1235], [-4.6304, -0.3290, -0.8339], [1.0988, -1.1123, -1.2631], [0.6137, -1.7806, -3.0089], [2.1312, -0.0128, -1.2360], [3.0040, 0.0401, -2.0466], [0.1107, 4.4212, 0.8564], [0.3631, 3.3284, 2.1797], [-0.1161, 2.6743, 0.6329], [2.5884, 3.0872, 1.6061], [3.2914, 2.4179, -0.7278], [1.6535, 2.6473, -1.2478], [1.3288, 1.0095, 1.9431], [-0.5906, -3.2801, -0.8897], [0.0074, -3.4239, 0.8244], [-2.1885, -2.8129, 1.2574], [-1.4569, -1.2151, 1.0854], [-2.1570, -1.2425, -1.3706], [-3.1649, -2.6409, -0.9525], [-4.6179, -0.8074, -1.6720], [0.6953, -4.0893, -1.9531]],
  "atomic_forces_ev_per_a": [[0.2, -0.2, 0.5], [0.0, 0.3, -0.3], [0.1, 0.1, 0.1], [-0.2, -0.1, 0.0], [-0.1, 0.2, 0.3], [0.1, 0.2, -0.5], [0.2, 0.1, 0.3], [-0.3, -0.2, 0.2], [0.1, -0.3, -0.8], [0.1, 0.2, 0.5], [0.0, -0.1, -0.6], [0.3, -0.1, 0.0], [-0.2, 0.0, 0.0], [0.1, 0.2, 0.5], [-0.1, -0.1, -0.2], [-0.2, -0.4, 0.5], [0.2, -0.5, -0.3], [0.0, 0.1, 0.1], [0.0, 0.1, -0.4], [-0.1, 0.1, -0.2], [-0.1, 0.0, 0.1], [-0.1, 0.0, -0.2], [0.0, -0.1, 0.1], [0.2, 0.0, 0.0], [0.0, 0.0, -0.1], [0.2, -0.1, 0.2], [-0.7, 0.0, 0.1], [0.2, -0.1, 0.1], [0.0, -0.1, 0.2], [0.0, 0.0, 0.4], [0.1, 0.0, -0.2], [-0.1, 0.0, -0.2], [-0.1, 0.1, -0.1], [0.4, 0.6, -0.1]]
}



(2)
{
  "formula": "C2H6",
  "method": "wB97M-V/def2-TZVPD",
  "fmax_ev_per_a": 4.48,
  "de_lowest_ev": 0.872,
  "spin_multiplicity": 1,
  "gap_ev": 12.4,
  "homo_ev": -11.11,
  "smiles": "CC",
  "lumo_energy_ha": 0.0467,
  "symbols": ["C", "C", "H", "H", "H", "H", "H", "H"],
  "positions_angstrom": [[-0.3818, 0.5038, 0.5416], [0.5444, -0.4283, -0.5445], [-0.0001, 1.2531, 1.2036], [-1.1964, 0.9123, -0.0810], [-0.8661, -0.4076, 1.0490], [0.6030, 0.2215, -1.4504], [-0.1643, -1.2833, -0.6331], [1.4613, -0.7714, -0.0853]],
  "atomic_forces_ev_per_a": [[-0.8, -4.0, -1.9], [-2.5, 2.3, 1.5], [0.7, 0.1, 0.2], [0.4, 0.1, 0.3], [0.5, 2.0, 0.2], [0.5, -1.1, 0.5], [0.9, 0.5, -0.7], [0.3, 0.2, -0.3]]
}